(1)
Density functional theory data (wB97M-V/def2-TZVPD) for a cluster of 2 separate species, C4H14N2Si in total.

Summary:
* lowest unoccupied orbital energy (alpha / beta): 0.848 / -0.882 eV
* orbital gap (alpha / beta): 4.6373 / 8.8853 eV
* 2S+1: 3
* ΔE to the lowest compared entry with this formula, charge and spin: 1.5845 eV

The geometry in XYZ format:
```
21
Properties=species:S:1:pos:R:3:mulliken_spin:R:1
C -1.74375 0.13477 0.21885 0.017
C -0.03130 0.62798 -1.66926 -0.002
C -0.54479 -1.55467 -0.94408 0.001
C -0.39678 -0.10884 -0.42403 -0.023
N 0.90494 -0.60651 2.45015 0.212
N 1.31572 1.84374 0.97453 0.123
Si 0.84744 0.22707 0.97817 0.960
H -1.82739 0.88900 0.94133 0.008
H -2.36992 0.38888 -0.62750 0.001
H -1.97717 -0.82600 0.63835 0.004
H -0.74812 0.45909 -2.46663 0.002
H 0.95142 0.41596 -1.92061 -0.021
H -0.19215 1.74746 -1.52379 0.000
H 0.28470 -1.71580 -1.53903 0.000
H -0.71740 -2.36726 -0.25237 -0.021
H -1.45926 -1.49671 -1.54545 0.002
H 1.70069 -0.34507 3.03933 -0.112
H 0.50217 -1.49537 2.57044 -0.047
H 0.88896 2.33704 0.19953 -0.025
H 2.07932 2.27069 1.51062 -0.072
H 2.53268 -0.82546 -0.60856 0.995
```

=====

(2)
Density functional theory data (wB97M-V/def2-TZVPD) for an isolated molecule of C4H14N2Si2.

Summary:
* lowest unoccupied orbital energy (alpha / beta): -0.682 / -0.748 eV
* orbital gap (alpha / beta): 6.9403 / 6.2183 eV
* 2S+1: 1
* ΔE to the lowest compared entry with this formula, charge and spin: 8.0002 eV

The geometry in XYZ format:
```
22
Properties=species:S:1:pos:R:3:nbo_charge:R:1
C 1.23427 0.95019 -0.08843 -0.216
C 1.51592 -0.39761 -0.91284 -0.253
C -0.75158 2.37356 -0.12654 -0.415
C 2.13842 -1.93318 0.75234 -0.457
N -0.12932 1.13645 0.33359 -0.895
N 1.14100 -1.54472 -0.22210 -0.548
Si -1.12757 -0.20828 0.72616 1.071
Si -3.05614 -0.87287 -0.37604 0.282
H 1.95733 1.04096 0.72478 0.192
H 1.32275 1.85234 -0.80306 0.188
H 1.03174 -0.43891 -2.01441 0.183
H 2.62682 -0.36185 -1.02439 0.184
H -1.54162 2.63462 0.61795 0.200
H 0.03370 3.20180 -0.02459 0.210
H -1.16881 2.36451 -1.18725 0.190
H 1.86498 -2.94167 1.12853 0.197
H 3.15833 -2.07535 0.26463 0.185
H 2.28716 -1.33980 1.70443 0.165
H -0.90151 -0.48703 2.17732 -0.161
H -2.58428 -1.94488 -1.43662 -0.086
H -4.10734 -0.11055 -1.15900 -0.094
H -3.78506 -1.63472 0.65086 -0.122
```

=====

(3)
Density functional theory data (wB97M-V/def2-TZVPD) for a structure of composition C4H14N3.

Summary:
* lowest unoccupied orbital energy: -4.454 eV
* orbital gap: 9.4406 eV
* 2S+1: 1
* total charge: +1
* ΔE to the lowest compared entry with this formula, charge and spin: 4.6429 eV

The geometry in XYZ format:
```
21
Properties=species:S:1:pos:R:3:nbo_charge:R:1
C -0.46398 -1.92961 -0.45128 -0.476
C 1.46041 0.55528 -1.19246 -0.462
C 1.69642 0.59481 1.32901 -0.437
C -1.81526 -0.17413 0.20047 -0.108
N -1.76021 1.25119 0.32104 -0.830
N -0.53247 -0.79907 0.37543 -0.173
N 0.76802 0.53635 0.10331 -0.343
H 0.49119 -2.37853 -0.55684 0.242
H -1.07256 -2.67593 0.09666 0.271
H -0.97148 -1.87969 -1.40605 0.192
H 2.37496 1.24884 -1.19587 0.259
H 2.03907 -0.41613 -1.52084 0.244
H 0.78592 0.67556 -1.99866 0.230
H 1.44815 -0.06007 2.15694 0.253
H 2.71234 0.42759 1.01949 0.223
H 1.86331 1.58467 1.71540 0.237
H -2.27262 -0.54516 -0.80816 0.172
H -2.53261 -0.52765 0.96772 0.239
H -1.82128 1.79309 -0.51653 0.401
H -2.30460 1.54077 1.03388 0.400
H -0.09272 1.17783 0.32735 0.465
```

=====

(4)
Density functional theory data (wB97M-V/def2-TZVPD) for a cluster of 2 separate species, C4H14N3 in total.

Summary:
* lowest unoccupied orbital energy: -3.231 eV
* orbital gap: 11.0975 eV
* 2S+1: 1
* total charge: +1
* ΔE to the lowest compared entry with this formula, charge and spin: 1.8547 eV

The geometry in XYZ format:
```
21
Properties=species:S:1:pos:R:3:nbo_charge:R:1
C 1.38255 1.64366 -1.73156 -0.463
C -0.64976 0.58642 -1.14273 0.696
N 0.60421 0.50069 -1.63552 -0.544
N -1.18085 1.67197 -0.51323 -0.744
N -1.49742 -0.51278 -1.25740 -0.845
H 0.97459 -0.41647 -1.78352 0.445
H -0.55170 2.42140 -0.11675 0.428
H -2.08480 1.67307 -0.19376 0.424
H -1.65366 -0.99779 -2.18117 0.448
H -2.09832 -0.77306 -0.39951 0.441
H 1.56772 2.08181 -2.76488 0.247
H 2.46003 1.25773 -1.47962 0.241
H 1.28758 2.43757 -0.93697 0.224
C -0.00358 -1.93660 1.47386 -0.618
C 0.23852 -0.96013 2.58462 -0.643
H -1.02509 -2.29524 1.17955 0.209
H 0.51229 -1.53423 0.45526 0.162
H 0.62464 -2.80825 1.60133 0.235
H 0.51122 0.12509 2.28039 0.197
H 1.18375 -1.32266 3.21919 0.233
H -0.60189 -0.84218 3.34242 0.229
```

=====

(5)
Density functional theory data (wB97M-V/def2-TZVPD) for a cluster of 2 separate species, C4H14N3 in total.

Summary:
* lowest unoccupied orbital energy: -3.526 eV
* orbital gap: 10.8099 eV
* 2S+1: 1
* total charge: +1
* ΔE to the lowest compared entry with this formula, charge and spin: 2.4932 eV

The geometry in XYZ format:
```
21
Properties=species:S:1:pos:R:3:nbo_charge:R:1
C 0.53960 -2.63618 1.06889 -0.590
C 1.61534 -2.32007 2.07042 -0.631
H 0.37316 -3.66611 0.75841 0.231
H -0.56592 -2.40969 1.36798 0.183
H 0.57212 -2.03754 0.16981 0.159
H 2.08069 -1.36823 1.84374 0.202
H 1.12923 -2.19868 3.05099 0.225
H 2.49099 -3.00813 2.02333 0.234
C -1.57958 -0.15085 0.26312 -0.469
C -0.20621 1.43798 -0.96605 0.698
N -0.75307 0.13222 -0.88559 -0.552
N -0.73122 2.43638 -0.19509 -0.798
N 0.95873 1.60454 -1.82547 -0.815
H -0.18899 -0.60281 -1.32446 0.432
H -1.39489 2.29868 0.72188 0.471
H -0.24694 3.38118 -0.09209 0.450
H 1.59209 0.91128 -2.11527 0.430
H 1.10626 2.51541 -2.31670 0.430
H -1.38173 -1.26334 0.45362 0.257
H -2.78702 -0.22316 0.00690 0.246
H -1.31505 0.47386 1.17658 0.209
```

=====

(6)
Density functional theory data (wB97M-V/def2-TZVPD) for a cluster of 3 separate species, C4H14N3 in total.

Summary:
* lowest unoccupied orbital energy: -8.367 eV
* orbital gap: 2.3410 eV
* 2S+1: 1
* total charge: +1
* ΔE to the lowest compared entry with this formula, charge and spin: 13.4240 eV

The geometry in XYZ format:
```
21
Properties=species:S:1:pos:R:3:nbo_charge:R:1
N 1.35670 -0.11765 -1.18892 -0.243
C 2.19944 0.03169 -0.07431 -0.127
C 1.26169 0.47162 1.26530 -0.280
C 0.22583 1.49142 0.92666 -0.268
N -0.76489 0.98342 -0.03748 -0.696
C 3.00191 -1.28251 0.15757 -0.187
N 3.47466 -1.71727 -1.11534 -0.725
H 1.49922 0.64488 -1.87564 0.371
H -14.12602 0.49587 -0.36706 -0.007
H -1.46716 1.69247 -0.14207 0.392
H 2.87587 0.86218 -0.23496 0.211
H 0.85660 -0.49076 1.58800 0.247
H 1.92817 0.93850 1.94973 0.255
H -0.24791 1.89856 1.80225 0.270
H 0.76028 2.25470 0.36546 0.216
H -15.28128 -1.59535 -0.66156 0.007
H -0.28378 0.68339 -0.89352 0.362
H 2.26119 -1.91000 0.64806 0.192
H 3.85737 -1.20737 0.85916 0.235
H 2.73510 -1.48206 -1.78513 0.364
H 3.87704 -2.64573 -1.18618 0.412
```

=====

(7)
Density functional theory data (wB97M-V/def2-TZVPD) for the ion C4H14N3 with charge +2.

Summary:
* lowest unoccupied orbital energy (alpha / beta): -7.284 / -13.584 eV
* orbital gap (alpha / beta): 10.6756 / 4.3682 eV
* 2S+1: 2
* total charge: +2
* ΔE to the lowest compared entry with this formula, charge and spin: 3.5498 eV

The geometry in XYZ format:
```
21
Properties=species:S:1:pos:R:3:mulliken_spin:R:1
N 0.72949 0.62755 -0.82324 0.020
C 0.41933 -0.05998 0.59060 0.004
C -0.68347 -1.06957 0.41020 -0.012
C -0.60431 -1.80174 -0.90951 0.120
N -0.86506 -0.95859 -2.01644 0.603
C 0.10640 1.24673 1.43807 0.009
N 1.38255 2.17433 1.35498 0.002
H 0.97491 -0.19007 -1.45744 0.004
H -0.13182 1.13303 -1.10008 0.002
H 1.48341 1.31582 -0.71760 0.004
H 1.35866 -0.51812 0.96549 0.000
H -1.68185 -0.54047 0.43741 0.006
H -0.84305 -1.61629 1.37682 -0.002
H -1.11794 -2.82676 -0.96407 0.154
H 0.34137 -2.49726 -1.00798 0.094
H -1.77642 -0.58939 -1.84135 0.000
H -0.97688 -1.35819 -2.91929 -0.008
H -0.90239 1.51715 1.06659 0.000
H -0.26565 0.97811 2.41276 0.000
H 1.89901 1.86948 2.09513 0.000
H 1.15372 3.16425 1.60895 0.000
```

=====

(8)
Density functional theory data (wB97M-V/def2-TZVPD) for a cluster of 2 separate species, C4H14N3O in total.

Summary:
* lowest unoccupied orbital energy: -3.058 eV
* orbital gap: 9.5798 eV
* 2S+1: 1
* total charge: +1
* ΔE to the lowest compared entry with this formula, charge and spin: 1.2679 eV

The geometry in XYZ format:
```
22
Properties=species:S:1:pos:R:3:nbo_charge:R:1
C 0.12027 -1.49794 -2.56471 -0.413
N 0.90137 1.91621 -1.51733 -0.729
C 0.61369 0.86618 -2.26336 0.395
N 0.58999 -0.34741 -1.79341 -0.510
H 0.83327 -2.31244 -2.47556 0.234
H 0.07037 -1.20104 -3.61061 0.221
H -0.86974 -1.80703 -2.23940 0.228
H 0.98502 1.79687 -0.49962 0.452
H 0.80011 2.83182 -1.91590 0.430
H 0.32747 1.02770 -3.29516 0.221
H 0.92212 -0.46725 -0.83539 0.440
C 0.21624 0.42873 2.24037 -0.067
O 1.14010 0.71185 1.14317 -0.790
C -0.99419 -0.30157 1.68803 -0.236
N -1.92072 -0.58066 2.77735 -0.813
H 0.73326 -0.13402 3.01691 0.182
H -0.10147 1.38530 2.65381 0.192
H 2.00513 0.77817 1.51883 0.494
H -1.50287 0.38291 1.00129 0.188
H -0.66852 -1.17462 1.10444 0.154
H -1.49070 -1.20135 3.45523 0.358
H -2.71021 -1.10041 2.41105 0.369
```

=====

(9)
Density functional theory data (wB97M-V/def2-TZVPD) for a cluster of 2 separate species, C4H14N3O in total.

Summary:
* lowest unoccupied orbital energy: -2.816 eV
* orbital gap: 11.2996 eV
* 2S+1: 1
* total charge: +1
* ΔE to the lowest compared entry with this formula, charge and spin: 1.4096 eV

The geometry in XYZ format:
```
22
Properties=species:S:1:pos:R:3:nbo_charge:R:1
C -1.20617 -2.29977 -1.55744 -0.258
O -1.28217 -2.89547 -0.26644 -0.748
H -2.13788 -3.30541 -0.11409 0.490
H -2.16215 -2.01287 -1.99557 0.188
H -0.72788 -3.00302 -2.20777 0.195
H -0.55783 -1.43572 -1.51456 0.151
C 0.42434 1.12034 -0.86723 -0.234
C 1.69040 1.86623 -1.33607 -0.626
C -0.00082 0.53679 1.53157 0.687
N 0.31954 1.37525 0.57760 -0.525
N -0.46338 -0.70671 1.36884 -0.749
N 0.34852 0.88472 2.81187 -0.843
H -0.45884 1.48925 -1.37069 0.224
H 0.66096 0.07887 -1.03667 0.217
H 2.16082 1.43097 -2.21715 0.246
H 2.43043 1.87012 -0.53732 0.221
H 0.64369 2.28604 0.86687 0.425
H -0.95784 -1.05057 0.54919 0.448
H -0.85155 -1.05515 2.23149 0.418
H -0.01479 1.72610 3.23304 0.423
H 0.67299 0.20287 3.47381 0.424
H 1.46960 2.89714 -1.62327 0.227
```

=====

(10)
Density functional theory data (wB97M-V/def2-TZVPD) for a cluster of 2 separate species, C4H14N3O in total.

Summary:
* lowest unoccupied orbital energy: -3.230 eV
* orbital gap: 9.5521 eV
* 2S+1: 1
* total charge: +1
* ΔE to the lowest compared entry with this formula, charge and spin: 4.1618 eV

The geometry in XYZ format:
```
22
Properties=species:S:1:pos:R:3:nbo_charge:R:1
C -1.12727 0.75626 1.15759 -0.232
C -1.45048 -0.74551 1.21992 -0.458
C -0.63469 -1.66575 0.35004 -0.252
N 0.16168 -0.23511 -2.84528 -0.678
C -0.35807 -0.47806 -1.72523 0.256
N 0.30971 -1.09374 -0.59274 -0.686
N 0.41798 0.95034 0.96720 -0.784
H -1.64609 1.42762 1.85099 0.257
H -1.56201 1.31344 0.29692 0.219
H -1.46686 -1.08625 2.29880 0.237
H -2.49555 -0.85072 1.02277 0.250
H -0.15493 -2.38953 1.19633 0.232
H -1.31983 -2.38026 -0.10631 0.220
H 1.07914 -0.16087 -3.17432 0.379
H -1.38915 0.07410 -1.62712 0.193
H 1.03415 -1.67709 -0.91041 0.413
H 0.82685 0.54233 0.02303 0.521
H 0.71498 2.04523 0.92480 0.446
H 0.97779 0.69734 1.82990 0.441
H 2.27237 2.25035 -0.93414 0.484
H 3.31400 1.16926 -0.85671 0.508
O 2.49627 1.53661 -0.36603 -0.967
```

=====

(11)
Density functional theory data (wB97M-V/def2-TZVPD) for a structure of composition C4H14N3O.

Summary:
* lowest unoccupied orbital energy (alpha / beta): -7.982 / -11.474 eV
* orbital gap (alpha / beta): 7.5316 / 4.0401 eV
* 2S+1: 2
* total charge: +2
* ΔE to the lowest compared entry with this formula, charge and spin: 1.6165 eV

The geometry in XYZ format:
```
22
Properties=species:S:1:pos:R:3:mulliken_spin:R:1
C -1.02288 -0.11641 0.40263 0.016
C 0.19012 -0.82593 -0.26666 -0.017
C 1.31312 0.00646 -0.82298 0.478
C 2.25933 -0.48961 -1.70054 0.079
N 3.33344 0.17434 -2.00443 0.319
N 1.54607 1.22188 -0.05143 -0.001
N -0.49525 0.70652 1.51494 0.002
H -1.73088 -0.82226 0.77979 0.002
H -1.49754 0.48672 -0.35596 -0.004
H -0.22530 -1.30399 -1.16444 0.028
H 0.59179 -1.68490 0.30845 0.090
H 2.16419 -1.47599 -2.11657 0.003
H 3.44912 1.15825 -1.88710 -0.009
H 3.98793 -0.26594 -2.62890 -0.013
H 1.28865 2.03638 -0.57432 0.014
H 2.45454 1.28670 0.32531 0.010
H 0.70339 1.11665 0.92296 0.003
H -0.44586 0.19655 2.41792 -0.001
H -1.10211 1.47930 1.70220 0.001
H -5.37745 -0.37635 1.06442 0.000
H -5.63708 -1.37401 2.53640 0.000
O -5.74733 -1.13434 1.59829 0.000
```

=====

(12)
Density functional theory data (wB97M-V/def2-TZVPD) for the ion C4H14N3O2S with charge +1.

Summary:
* lowest unoccupied orbital energy: -2.679 eV
* orbital gap: 11.8091 eV
* 2S+1: 1
* total charge: +1
* ΔE to the lowest compared entry with this formula, charge and spin: 0.0000 eV

The geometry in XYZ format:
```
24
Properties=species:S:1:pos:R:3:nbo_charge:R:1
C 1.01516 0.96014 0.94639 -0.428
C 2.17137 -0.05017 -0.98443 -0.449
C -0.34352 0.19671 -0.89560 -0.271
C -0.67795 -1.16117 -0.28047 -0.686
N 1.33274 2.09507 -1.06588 -0.644
N -3.00463 -1.76866 0.96648 -1.081
N 1.04927 0.81348 -0.56903 -0.071
O -0.82665 -1.28526 2.40311 -0.912
O -2.17525 0.46651 1.34047 -0.950
S -1.70159 -0.88812 1.34512 2.278
H 0.35149 1.71429 1.25337 0.247
H 0.96001 -0.04521 1.35135 0.255
H 2.00039 1.42380 1.32372 0.247
H 2.43192 -0.05663 -2.03450 0.250
H 3.17145 0.28616 -0.49493 0.262
H 2.06237 -1.14730 -0.67275 0.240
H -0.52380 0.10433 -2.03173 0.248
H -1.13601 0.91627 -0.59294 0.278
H -1.46348 -1.65044 -0.89540 0.276
H 0.07486 -1.94707 -0.20558 0.259
H 1.16234 2.04268 -2.03469 0.379
H 0.98928 2.92141 -0.57765 0.411
H -3.15993 -2.75392 1.24513 0.437
H -3.75980 -1.18689 1.16043 0.422
```